1.
14
Properties=species:S:1:pos:R:3 method="wB97M-V/def2-TZVPD" energy_ev=-8831.244 smiles="O=C1C=CNCC1" e_lumo_ev=0.4132 total_charge=0 de_lowest_kcal_mol=114.35
O 2.36 0.08 -0.31
C 1.13 0.08 0.12
C 0.26 1.36 0.27
C -1.11 1.16 -0.02
N -1.72 0.11 -0.03
C -0.93 -1.15 -0.25
C 0.35 -1.19 0.31
H 0.64 2.23 0.17
H -1.58 2.12 -0.45
H -2.68 -0.12 -0.04
H -1.30 -1.50 -1.41
H -1.20 -2.22 0.50
H 0.02 -1.41 1.46
H 0.96 -2.01 -0.09

2.
54
Properties=species:S:1:pos:R:3 method="wB97M-V/def2-TZVPD" energy_ev=-118089.220 e_lumo_ev="-5.6915 / -5.6928" total_charge=+1 de_lowest_kcal_mol=160.59
Ba -0.52 -0.29 0.14
P 0.39 0.93 2.85
C 0.11 2.67 2.51
C 0.43 3.27 1.24
N 0.50 2.43 0.12
C 0.97 2.94 -1.04
C 1.59 4.20 -1.17
C 1.55 5.06 -0.09
C 0.97 4.61 1.09
C 0.97 2.09 -2.31
P -0.31 0.76 -2.78
H 0.80 5.31 1.90
H 2.07 4.46 -2.12
H 2.01 6.05 -0.21
H 0.87 2.84 -3.11
H 1.97 1.58 -2.35
H -4.81 1.94 1.76
H 0.16 3.38 3.37
H -4.39 0.51 -1.90
O -5.48 2.61 1.90
H -5.06 3.40 1.46
H -2.71 0.14 -1.54
O -3.50 0.40 -2.23
H -3.56 -0.31 -2.89
C -1.44 1.89 -3.67
H -0.94 2.39 -4.51
H -2.30 1.36 -4.11
H -1.80 2.68 -3.00
C 0.53 0.13 -4.31
H 0.09 -0.84 -4.56
H 0.40 0.78 -5.19
H 1.61 -0.03 -4.17
C 2.17 0.72 3.33
H 2.35 0.90 4.41
H 2.39 -0.34 3.10
H 2.84 1.37 2.74
C -0.60 0.77 4.38
H -0.71 -0.31 4.50
H -0.17 1.26 5.26
H -1.59 1.19 4.17
Br -2.10 -4.88 0.20
C -0.29 -5.48 0.30
C -0.02 -6.84 0.54
C 1.29 -7.24 0.82
C 2.33 -6.30 0.87
C 2.06 -4.95 0.62
C 0.76 -4.53 0.31
C 0.48 -3.09 0.03
O 0.85 -2.24 0.94
O -0.05 -2.73 -1.06
H -0.83 -7.56 0.59
H 1.50 -8.29 1.06
H 3.35 -6.58 1.13
H 2.84 -4.19 0.66

3.
148
Properties=species:S:1:pos:R:3 method="wB97M-V/def2-TZVPD" energy_ev=-374565.381 spin_multiplicity=2 e_lumo_ev="0.8428 / 0.8319" total_charge=-1 de_lowest_kcal_mol=95.10
Ti 0.83 -1.50 -1.03
C 0.98 6.24 1.84
C 1.69 5.90 0.51
C 2.15 7.22 -0.13
C 0.69 5.18 -0.40
C 2.88 4.99 0.88
O 3.35 5.02 2.01
N 3.34 4.01 0.00
C 3.54 4.05 -1.42
C 4.21 5.15 -1.97
C 4.42 5.25 -3.34
C 3.99 4.22 -4.17
C 3.37 3.11 -3.63
C 3.14 2.98 -2.25
C 2.39 1.79 -1.76
C 2.84 0.97 -0.79
C 4.15 1.11 -0.17
C 4.19 0.32 0.91
C 2.95 -0.44 0.96
N 2.16 -0.12 -0.17
C 2.71 -1.34 1.94
C 1.81 -2.45 1.77
C 1.67 -3.60 2.55
C 1.00 -4.56 1.78
C 0.70 -3.97 0.56
C -0.16 -4.50 -0.52
C -1.24 -3.68 -0.82
N -1.14 -2.32 -0.70
C -2.39 -1.81 -0.99
C -2.61 -0.45 -1.33
C -1.48 0.26 -1.79
C -1.35 1.68 -1.98
C -0.11 2.22 -2.09
C 1.10 1.44 -2.38
N -0.38 -0.45 -2.05
C -3.99 0.11 -1.47
C -4.78 -0.28 -2.55
C -6.04 0.23 -2.79
C -6.54 1.21 -1.95
C -5.79 1.63 -0.86
C -4.55 1.05 -0.57
N -3.85 1.43 0.60
C -4.29 2.09 1.75
O -3.57 2.93 2.25
C -5.58 1.65 2.51
C -6.59 2.81 2.49
C -5.14 1.45 3.97
C -6.22 0.33 2.05
C -3.33 -2.91 -1.11
C -2.60 -4.05 -1.11
C 0.26 -5.66 -1.34
C 1.21 -6.55 -0.81
C 1.87 -7.49 -1.58
C 1.63 -7.57 -2.94
C 0.69 -6.71 -3.49
C -0.01 -5.79 -2.73
N -0.92 -4.97 -3.50
C -0.69 -3.67 -3.89
O 0.09 -2.95 -3.30
C -1.43 -3.17 -5.14
C -0.91 -3.93 -6.37
C -1.11 -1.68 -5.31
C -2.95 -3.36 -5.02
N 1.17 -2.68 0.56
C 3.54 -1.25 3.18
C 4.42 -2.29 3.51
C 5.17 -2.27 4.68
C 5.06 -1.19 5.55
C 4.22 -0.14 5.23
C 3.45 -0.16 4.06
N 2.64 0.98 3.76
C 1.43 1.47 4.22
O 0.99 2.48 3.70
C 0.65 0.81 5.37
C 0.84 -0.70 5.55
C 1.04 1.56 6.65
C -0.84 1.05 5.08
H 0.11 6.87 1.63
H 1.65 6.76 2.52
H 0.65 5.32 2.34
H 1.31 7.92 -0.15
H 2.49 7.07 -1.16
H 2.96 7.68 0.45
H -0.21 5.79 -0.52
H 0.40 4.22 0.04
H 1.11 4.99 -1.39
H 3.83 3.29 0.49
H 4.57 5.92 -1.30
H 4.93 6.12 -3.74
H 4.16 4.29 -5.24
H 3.06 2.28 -4.27
H 4.96 1.70 -0.59
H 5.02 0.17 1.59
H 2.02 -3.71 3.57
H 0.71 -5.56 2.09
H -2.21 2.33 -1.83
H 0.02 3.29 -1.93
H -4.35 -0.99 -3.25
H -6.62 -0.10 -3.65
H -7.51 1.67 -2.14
H -6.16 2.43 -0.22
H -2.85 1.51 0.49
H -6.10 3.73 2.80
H -7.41 2.59 3.18
H -7.03 2.96 1.49
H -4.60 2.32 4.34
H -4.47 0.58 4.05
H -6.02 1.27 4.60
H -6.77 0.42 1.12
H -6.92 0.00 2.82
H -5.46 -0.45 1.93
H -4.41 -2.81 -1.20
H -2.96 -5.07 -1.22
H 1.47 -6.47 0.24
H 2.62 -8.12 -1.12
H 2.19 -8.25 -3.57
H 0.51 -6.73 -4.56
H -1.56 -5.49 -4.06
H 0.16 -3.75 -6.51
H -1.43 -3.59 -7.27
H -1.07 -5.01 -6.29
H -0.03 -1.52 -5.32
H -1.53 -1.11 -4.48
H -1.54 -1.32 -6.25
H -3.24 -4.42 -5.08
H -3.45 -2.83 -5.83
H -3.31 -2.97 -4.07
H 4.52 -3.11 2.82
H 5.85 -3.09 4.91
H 5.65 -1.16 6.46
H 4.16 0.73 5.88
H 2.90 1.48 2.93
H 1.79 -0.96 6.01
H 0.78 -1.23 4.59
H 0.05 -1.08 6.20
H 2.11 1.44 6.88
H 0.47 1.17 7.51
H 0.83 2.63 6.55
H -1.17 0.41 4.26
H -1.01 2.09 4.80
H -1.43 0.81 5.98
Se 4.11 -3.51 -0.47
Se 5.74 -4.71 -1.37
Se 4.06 -1.64 -3.64
Se 2.67 -2.73 -2.23
N 1.10 0.69 -3.68
C 0.84 -0.05 -2.50
H 0.26 0.89 -4.20

4.
22
Properties=species:S:1:pos:R:3 method="wB97M-V/def2-TZVPD" energy_ev=-8964.689 smiles=CCCCNC.O e_lumo_ev=0.9718 total_charge=0 de_lowest_kcal_mol=38.51
C -2.80 0.30 -0.25
C -1.87 -0.94 -0.36
C -0.44 -0.48 -0.59
C 0.21 -0.31 0.84
N 1.38 0.63 0.97
C 1.76 1.63 -0.04
H -3.59 0.11 0.49
H -2.21 1.17 0.06
H -3.33 0.52 -1.17
H -2.27 -1.46 -1.25
H -1.95 -1.58 0.51
H -0.30 0.46 -1.13
H 0.08 -1.34 -1.00
H 0.42 -1.34 1.15
H -0.53 0.15 1.50
H 1.47 1.03 1.88
H 2.77 1.52 -0.46
H 1.64 2.66 0.28
H 1.07 1.63 -0.88
O 2.81 -1.66 0.10
H 2.25 -0.88 -0.06
H 3.42 -1.83 -0.61